ORCA calculation (ωB97M-V with the def2-TZVPD basis set) on C2H2Ba as an isolated structure in a non-equilibrium geometry.

Computed properties:
lowest unoccupied orbital energy (alpha / beta): -3.61 / -3.77 eV
HOMO level (alpha / beta): -8.93 / -15.72 eV
expectation value of S²: 0.750
net charge: +1
gap between HOMO and LUMO (alpha / beta): 5.326 / 11.949 eV
spin multiplicity: 2

Cartesian coordinates (Å):
H -0.35015 -1.22729 0.16162
C 0.10825 -0.23537 0.67304
C -0.92217 0.14027 0.11218
H -1.67590 0.53952 -0.55496
Ba 2.83997 0.78287 -0.39189

Cartesian forces, eV/Å:
0.1925 0.4175 0.3000
0.5530 -0.5743 -0.1101
-0.4091 0.5812 -0.8803
-0.1373 -0.2869 0.4746
-0.1990 -0.1375 0.2158

For each atom in turn, the Mulliken charge in e is: atom 1 (H): 0.297, atom 2 (C): -0.854, atom 3 (C): 0.226, atom 4 (H): 0.388, atom 5 (Ba): 0.943


ORCA calculation (ωB97M-V with the def2-TZVPD basis set) on C2H2BaF2O2 as an isolated structure in a non-equilibrium geometry.

Computed properties:
lowest unoccupied orbital energy: -9.84 eV
HOMO level: -17.51 eV
net charge: +2
gap between HOMO and LUMO: 7.662 eV

Cartesian coordinates (Å):
F -0.00121 -0.66321 1.40216
H -0.61520 0.84741 -1.84173
O 1.02284 0.16531 -0.80019
O 1.13312 -1.27704 0.69205
C -0.18620 0.53456 -0.87981
C -1.10025 -0.00865 0.12475
F -1.89580 0.83621 0.70343
H -1.44337 -1.02915 -0.07741
Ba 3.08607 0.59457 0.67675

Cartesian forces, eV/Å:
-1.2213 1.6010 -0.8825
-0.2021 0.3601 0.1174
-3.8854 5.0773 -2.3738
1.2967 -2.6219 2.2431
4.8721 -2.5279 -1.4340
-0.9930 -0.0601 2.3190
0.8465 -1.1863 -0.2300
-0.4260 0.1874 0.0597
-0.2874 -0.8297 0.1811

Atom charges from the Mulliken analysis, given in e for atoms 1 to 5: atom 1 (F): -0.100, atom 2 (H): 0.385, atom 3 (O): -0.438, atom 4 (O): -0.472, atom 5 (C): 0.026


ORCA calculation (ωB97M-V with the def2-TZVPD basis set) on a 2-piece molecular cluster, C2H2Br2 overall in a non-equilibrium geometry.

Computed properties:
lowest unoccupied orbital energy (alpha / beta): -3.11 / -1.02 eV
HOMO level (alpha / beta): -8.69 / -10.41 eV
relative energy (zero: lowest compared OMol25 entry of this formula, charge and spin): 73.46 kcal/mol
gap between HOMO and LUMO (alpha / beta): 5.581 / 9.392 eV

Cartesian coordinates (Å):
C 0.30802 -0.16686 -0.01129
C 1.43261 -0.78751 0.03757
Br 2.36428 -2.30223 -0.07076
Br 4.10428 1.33135 -0.00229
H 0.23735 0.90046 0.12935
H -0.63718 -0.67519 -0.19481

Cartesian forces, eV/Å:
-0.8862 0.0594 -0.0826
1.3119 0.7922 0.0642
-0.0362 -0.4719 -0.0475
-0.5903 -0.4024 0.0313
0.1644 0.1878 0.0185
0.0365 -0.1651 0.0162

Atom charges from the Mulliken analysis, given in e for atoms 1 to 5: atom 1 (C): -0.139, atom 2 (C): -0.252, atom 3 (Br): 0.062, atom 4 (Br): -0.146, atom 5 (H): 0.221


ORCA calculation (ωB97M-V with the def2-TZVPD basis set) on a 2-piece molecular cluster, C2H2Br3Cl3 overall in a non-equilibrium geometry.

Computed properties:
lowest unoccupied orbital energy: -0.59 eV
HOMO level: -10.59 eV
relative energy (zero: lowest compared OMol25 entry of this formula, charge and spin): 9.16 kcal/mol
gap between HOMO and LUMO: 9.994 eV

Cartesian coordinates (Å):
Br 1.12558 -3.34970 0.84034
C 2.22413 -1.98537 -0.07802
Br 3.18190 -0.82113 1.21709
Br 1.22185 -1.03353 -1.49788
H 3.08044 -2.51910 -0.49029
Cl -2.28685 3.43828 0.88204
C -2.11657 1.90535 0.03806
Cl -2.38901 2.18443 -1.69479
Cl -2.99420 0.45473 0.63347
H -1.04727 1.72603 0.15001

Cartesian forces, eV/Å:
0.4824 0.8938 -0.5082
0.2360 -0.0782 0.4373
-0.8607 -0.2999 -0.6229
0.7184 -0.5592 1.0928
-0.6140 0.0758 -0.3936
-0.7194 -0.1558 0.4752
1.0499 -0.2040 -0.4047
-0.1975 -0.2882 0.1702
0.2488 1.1393 -0.1267
-0.3438 -0.5236 -0.1192

Atom charges from the Mulliken analysis, given in e for atoms 1 to 5: atom 1 (Br): -0.007, atom 2 (C): -0.290, atom 3 (Br): -0.024, atom 4 (Br): -0.001, atom 5 (H): 0.321


ORCA calculation (ωB97M-V with the def2-TZVPD basis set) on C2H2Br5O2PS as an isolated structure in a non-equilibrium geometry.

Computed properties:
lowest unoccupied orbital energy (alpha / beta): -2.22 / -2.17 eV
HOMO level (alpha / beta): -9.81 / -9.55 eV
relative energy (zero: lowest compared OMol25 entry of this formula, charge and spin): 0.00 kcal/mol
gap between HOMO and LUMO (alpha / beta): 7.593 / 7.379 eV

Cartesian coordinates (Å):
C 1.11911 0.76341 -0.09149
C 1.88371 -0.47230 -0.06855
O -1.40903 0.79660 1.71578
O -1.41077 0.48495 -2.13295
P -2.07241 0.06951 0.65209
S -0.99090 -0.47607 -1.21233
Br 2.38862 -1.34871 -1.75116
Br 3.93092 0.07580 0.72201
Br 1.24416 -1.78138 1.10238
Br -3.84249 1.27429 -0.25185
Br -2.88142 -1.75911 1.43640
H 1.37616 1.42330 -0.94531
H 0.66434 0.94970 0.82496

Cartesian forces, eV/Å:
1.2844 -2.0839 -2.7232
1.7031 0.3097 -0.3954
0.6982 0.6949 0.4929
-1.5939 3.4303 -3.9007
-1.5890 0.6861 -0.6675
2.0686 -2.7655 3.8569
-0.3712 0.6938 0.2991
-1.2881 -0.0706 -0.3374
-0.4003 -0.4013 0.6651
1.1717 -0.9478 0.5431
-0.3244 -0.5619 -0.0962
-0.5579 -0.1103 1.0075
-0.8012 1.1265 1.2560

Atom charges from the Mulliken analysis, given in e for atoms 1 to 5: atom 1 (C): -1.018, atom 2 (C): 0.013, atom 3 (O): -0.514, atom 4 (O): -0.381, atom 5 (P): 0.721


ORCA calculation (ωB97M-V with the def2-TZVPD basis set) on an isolated ion of composition C2H2BrClNO2 and charge -1 in a non-equilibrium geometry.

Computed properties:
lowest unoccupied orbital energy (alpha / beta): 3.13 / 1.71 eV
HOMO level (alpha / beta): -1.61 / -4.80 eV
expectation value of S²: 2.010
relative energy (zero: lowest compared OMol25 entry of this formula, charge and spin): 4.68 kcal/mol
net charge: -1
gap between HOMO and LUMO (alpha / beta): 4.735 / 6.510 eV
spin multiplicity: 3

Cartesian coordinates (Å):
C -0.76803 -1.20979 -0.32640
C 0.14231 1.05024 0.23408
N 0.35354 -0.45979 0.33552
O -1.81572 -0.60981 -0.26759
O -0.50989 -2.31722 -0.75464
Cl 1.81827 -1.09788 -0.48475
Br 1.43326 1.95273 1.22019
H -0.74665 1.29962 0.79927
H 0.09292 1.39189 -0.75567

Cartesian forces, eV/Å:
-0.4622 -1.9480 0.9803
-1.2590 -2.9113 2.3791
-3.4364 3.8577 0.1014
-2.1265 2.0072 -0.1827
0.3484 -0.7134 -0.2577
5.5027 -1.3288 -1.8438
1.7664 0.9858 0.7428
-0.4333 -0.1481 -0.5439
0.0998 0.1990 -1.3754

Atom charges from the Mulliken analysis, given in e for atoms 1 to 5: atom 1 (C): 0.569, atom 2 (C): -0.443, atom 3 (N): -0.016, atom 4 (O): -0.633, atom 5 (O): -0.634